1.
The following is a DFT calculation (the ωB97M-V functional and the def2-TZVPD basis) of a molecular structure, C15H31ClI2NO5.

Properties
LUMO (eV): -3.1
Charge: +1
Frontier orbital gap (hartree): 0.2863
M (g/mol): 594.68

Each line ends with the Mulliken charge.
Positions of all 55 atoms, in Å:
C: -0.45 1.94 1.48  -1.6701
C: -0.38 1.53 0.04  0.5707
I: -1.73 2.62 -1.14  0.2239
C: 0.43 0.57 -0.45  -1.0966
I: 0.48 0.12 -2.51  0.2127
C: 1.37 -0.15 0.50  0.1284
N: 0.62 -1.01 1.47  -0.0439
C: 1.48 -1.85 2.39  0.0542
C: 3.00 -1.83 2.10  -0.5890
O: 3.43 -1.25 0.87  -0.4151
C: 2.46 -1.05 -0.07  -0.2259
Cl: 1.76 -2.59 -0.65  -0.0571
H: -0.72 2.98 1.59  0.5071
H: -1.21 1.35 1.99  0.3949
H: 0.49 1.77 2.01  0.3826
H: 1.90 0.61 1.07  0.3033
H: 0.04 -1.64 0.91  0.5052
H: -0.03 -0.47 2.04  0.3408
H: 1.08 -2.85 2.38  -0.2627
H: 1.33 -1.48 3.40  0.4567
H: 3.36 -2.86 2.17  0.3596
H: 3.50 -1.29 2.89  0.3474
H: 2.92 -0.55 -0.91  0.6202
C: -1.07 -4.46 1.50  -0.3415
O: -1.02 -4.66 2.90  -0.3208
C: -1.77 -5.79 3.33  -0.5614
C: -0.87 -6.97 3.62  -0.5396
O: -0.26 -7.46 2.44  -0.3756
C: 1.10 -7.09 2.30  -0.5002
H: -0.34 -3.68 1.26  -0.2471
H: -0.79 -5.37 0.95  0.3478
H: -2.06 -4.13 1.18  0.3555
H: -2.51 -6.07 2.58  0.3797
H: -2.29 -5.51 4.24  0.3511
H: -1.47 -7.78 4.04  0.4024
H: -0.11 -6.70 4.36  0.3249
H: 1.72 -7.61 3.04  0.3444
H: 1.24 -6.01 2.41  0.0795
H: 1.42 -7.39 1.31  0.2534
C: -2.18 7.11 -2.59  -0.6568
O: -2.35 7.08 -4.00  -0.3794
C: -1.30 7.74 -4.70  -0.4809
C: -0.34 6.74 -5.30  -0.4913
O: 0.38 6.04 -4.30  -0.3926
C: -0.11 4.74 -4.07  -0.6360
H: -2.95 6.47 -2.16  0.2068
H: -1.20 6.75 -2.29  0.2993
H: -2.32 8.13 -2.21  0.3244
H: -0.77 8.43 -4.05  0.3164
H: -1.76 8.31 -5.51  0.3742
H: 0.39 7.28 -5.92  0.3897
H: -0.87 6.04 -5.95  0.3116
H: 0.12 4.09 -4.92  0.3326
H: -1.19 4.74 -3.89  0.2328
H: 0.40 4.35 -3.18  0.2494

=====

2.
The following is a DFT calculation (the ωB97M-V functional and the def2-TZVPD basis) of a molecular structure, C15H31ClMgP2.

Properties
LUMO (eV): -0.5
Energy relative to the best compared isomer or geometry (same formula, charge and spin) (eV): 3.544
Charge: 0
Frontier orbital gap (hartree): 0.2234
M (g/mol): 333.12

Each line ends with the Mulliken charge.
Positions of all 50 atoms, in Å:
P: 0.75 -1.74 -0.61  0.7613
P: 0.78 1.86 -0.73  1.2546
C: 0.41 -0.57 -2.02  -0.9646
C: 1.32 0.65 -1.93  -1.1944
H: -0.66 -0.31 -2.01  0.1070
H: 0.64 -1.13 -2.95  0.7809
H: 2.34 0.38 -1.65  0.3595
H: 1.31 1.17 -2.90  0.5606
C: 0.45 3.25 -1.89  -2.1558
H: 0.17 4.16 -1.34  0.3905
H: -0.31 3.00 -2.63  0.4652
H: 1.41 3.41 -2.38  0.5914
C: 2.11 2.51 0.29  -0.8186
H: 2.57 3.32 -0.28  0.4501
H: 2.88 1.72 0.46  -0.1069
H: 1.71 2.88 1.26  0.3102
C: -0.48 -2.89 -1.50  -1.5559
H: -0.69 -3.79 -0.91  0.3540
H: -0.01 -3.16 -2.46  0.5070
H: -1.42 -2.36 -1.71  0.3438
C: 2.27 -2.59 -1.13  -1.2683
H: 3.08 -1.84 -1.21  0.4097
H: 2.09 -3.09 -2.10  0.3742
H: 2.49 -3.34 -0.35  0.3269
Mg: 3.64 -0.76 1.46  0.8400
C: -1.71 1.60 -0.37  0.1516
C: -2.70 0.75 -0.68  -1.0309
C: -3.78 0.58 0.35  -0.7353
C: -3.72 -0.68 1.24  -0.7796
C: -2.59 -1.58 0.78  -0.4968
C: -1.33 -1.28 1.20  -0.9669
C: -0.77 0.09 1.61  -0.1150
C: -1.27 1.48 1.10  -1.4094
C: 2.99 -1.34 3.25  -1.2120
H: -1.69 2.64 -0.83  0.3667
H: -2.85 0.40 -1.68  0.5186
H: -4.76 0.68 -0.14  0.5096
H: -3.73 1.42 1.07  0.2359
H: -3.57 -0.37 2.28  0.2927
H: -4.70 -1.16 1.21  0.3238
H: -2.80 -2.51 0.20  0.4094
H: -0.57 -2.11 1.33  1.0862
H: 0.33 0.01 1.51  -0.2884
H: -0.89 0.17 2.71  0.6473
H: -2.12 1.75 1.75  0.6570
H: -0.51 2.23 1.37  0.4484
H: 3.76 -1.11 3.98  0.3807
H: 2.88 -2.42 3.10  0.3055
H: 2.06 -0.85 3.50  0.2371
Cl: 5.22 0.88 1.40  -0.6584

=====

3.
The following is a DFT calculation (the ωB97M-V functional and the def2-TZVPD basis) of a molecular structure, C15H31ClP2Sr.

Properties
LUMO (eV): -0.8
Energy relative to the best compared isomer or geometry (same formula, charge and spin) (eV): 0.186
Charge: 0
Frontier orbital gap (hartree): 0.1370
M (g/mol): 396.43

Each line ends with the Mulliken charge.
Positions of all 50 atoms, in Å:
P: 0.10 2.30 -0.67  1.3292
P: 2.16 -0.87 -0.31  1.2950
C: 1.87 1.98 -0.28  -0.9493
C: 2.59 0.81 -0.96  -1.3265
H: 1.99 1.96 0.82  0.5011
H: 2.36 2.91 -0.60  0.5764
H: 2.46 0.81 -2.05  0.4031
H: 3.67 0.88 -0.75  0.5774
C: 3.18 -0.73 1.24  -1.6515
H: 3.09 -1.67 1.81  0.3810
H: 2.83 0.10 1.86  0.3181
H: 4.22 -0.55 0.94  0.5647
C: 3.26 -1.93 -1.31  -1.4768
H: 4.30 -1.80 -0.98  0.4242
H: 3.16 -1.65 -2.37  0.3717
H: 2.96 -2.97 -1.19  0.3668
C: -0.39 3.68 0.37  -1.5413
H: -1.48 3.68 0.50  0.4289
H: -0.07 4.64 -0.06  0.4593
H: 0.07 3.58 1.37  0.3741
C: 0.00 2.69 -2.43  -1.4364
H: 0.43 1.87 -3.03  0.3793
H: 0.55 3.62 -2.66  0.4304
H: -1.06 2.83 -2.70  0.4350
Sr: -3.29 -3.07 -1.89  1.3094
C: 0.14 -2.10 0.77  -1.1826
C: 0.41 -1.51 1.95  -1.0330
C: 0.16 -0.06 2.13  0.7155
C: -1.38 0.24 2.10  -1.1623
C: -1.78 1.01 0.96  -1.4694
C: -1.17 1.01 -0.35  0.0841
C: -0.82 -0.40 -1.02  0.0074
C: -0.97 -1.68 -0.20  -1.2784
C: -5.12 -2.34 -0.24  -1.4342
H: 0.44 -3.15 0.62  0.4714
H: 0.91 -2.07 2.75  0.4748
H: 0.64 0.51 1.31  -1.3370
H: 0.61 0.30 3.07  0.4829
H: -1.92 -0.72 2.22  0.2681
H: -1.62 0.82 3.00  0.4917
H: -2.69 1.60 1.09  0.3972
H: -1.93 1.46 -1.03  0.8125
H: 0.17 -0.35 -1.52  0.4502
H: -1.52 -0.45 -1.91  -0.2090
H: -1.96 -1.69 0.27  1.0182
H: -0.96 -2.52 -0.92  0.6125
H: -6.08 -2.79 -0.55  0.3445
H: -5.26 -1.24 -0.16  0.2975
H: -4.85 -2.73 0.77  0.2745
Cl: -2.41 -4.30 0.19  -0.6405

=====

4.
The following is a DFT calculation (the ωB97M-V functional and the def2-TZVPD basis) of a molecular structure, C15H31CoN3OP2S10Sb.

Properties
LUMO (spin up / spin down) (eV): -0.8 / -0.8
2S+1: 5
Energy relative to the best compared isomer or geometry (same formula, charge and spin) (eV): 0.000
Charge: 0
Frontier orbital gap (spin up / spin down) (hartree): 0.2229 / 0.2263
Expectation value of S²: 6.03
M (g/mol): 832.74

Each line ends with the Löwdin spin population.
Positions of all 64 atoms, in Å:
Co: 0.51 -0.30 -0.65  2.5418
S: -2.27 2.22 3.39  0.5533
Sb: -0.15 2.50 4.32  0.0027
S: 0.25 0.88 1.21  0.1652
S: 1.01 0.54 3.13  0.0256
S: -0.04 4.11 2.70  0.4700
C: -1.78 -2.63 -1.99  0.0050
S: -1.83 -1.23 -0.86  0.0428
C: -2.21 -2.08 0.67  0.0020
H: -2.74 -3.15 -1.99  0.0013
H: -0.98 -3.33 -1.72  0.0005
H: -1.59 -2.24 -2.99  0.0000
H: -1.45 -2.82 0.91  0.0004
H: -3.18 -2.57 0.59  0.0008
H: -2.24 -1.33 1.46  0.0009
C: 3.12 -3.71 -4.21  0.0018
S: 1.50 -3.28 -3.55  0.0023
C: 1.35 -1.65 -4.18  0.0187
C: 1.79 -0.52 -3.58  0.0057
S: 2.56 -0.34 -2.02  0.0481
S: 1.58 0.92 -4.52  0.0009
C: 0.78 0.24 -5.90  0.0008
S: 0.24 1.13 -7.17  0.0000
S: 0.61 -1.47 -5.75  0.0055
H: 3.33 -4.73 -3.92  0.0001
H: 3.88 -3.04 -3.80  0.0002
H: 3.13 -3.64 -5.30  0.0001
C: -1.83 3.06 -0.51  -0.0003
P: -0.53 2.63 -1.65  0.0061
C: -0.99 3.36 -3.23  0.0025
C: 0.95 3.44 -1.07  0.0000
O: -0.37 1.13 -1.82  0.0432
H: -2.03 4.13 -0.54  0.0001
H: -1.54 2.79 0.51  -0.0007
H: -2.74 2.51 -0.79  0.0001
H: -0.87 4.44 -3.19  0.0005
H: -2.03 3.12 -3.44  0.0000
H: -0.36 2.95 -4.02  0.0000
H: 0.88 4.51 -1.23  0.0000
H: 1.81 3.03 -1.61  -0.0001
H: 1.06 3.23 -0.01  0.0017
C: 3.34 -2.41 3.11  -0.0001
N: 2.16 -3.36 2.84  0.0033
C: 2.69 -4.58 2.08  0.0005
N: 3.36 -4.20 0.89  0.0061
C: 4.46 -3.29 1.21  0.0002
N: 4.02 -2.09 1.91  -0.0009
C: 3.21 -1.22 1.04  -0.0039
P: 1.68 -2.05 0.42  0.0270
C: 1.07 -2.68 2.05  0.0058
C: 2.46 -3.64 -0.13  0.0116
H: 3.99 -2.95 3.80  0.0000
H: 2.92 -1.52 3.57  0.0000
H: 1.78 -3.66 3.73  0.0002
H: 1.84 -5.22 1.88  0.0000
H: 3.39 -5.08 2.77  0.0001
H: 4.95 -2.99 0.29  0.0000
H: 5.18 -3.82 1.84  0.0001
H: 3.82 -0.92 0.18  -0.0003
H: 2.91 -0.33 1.58  -0.0002
H: 0.28 -3.42 1.92  0.0005
H: 0.70 -1.84 2.64  -0.0001
H: 3.01 -3.45 -1.05  -0.0001
H: 1.68 -4.38 -0.36  0.0004

=====

The highest charge belongs to which entry? C15H31ClI2NO5

=====

Look up the charge of the fourth one. 0

=====

charge of number 2 (C15H31ClMgP2)? 0

=====

Among the records above, which one has the highest charge? C15H31ClI2NO5